Below is C6H10O as an isolated structure, with properties calculated with ωB97M-V/def2-TZVPD.

The HOMO-LUMO gap comes out at 9.86 eV. The charge is 0. The value obtained for the HOMO energy is -8.79 eV. The strongest force on any atom comes out at 0.48 eV Å⁻¹.

```
17
Properties=species:S:1:pos:R:3:nbo_charge:R:1
C 0.3430 2.0506 0.7332 -0.6286
C 0.7033 0.6093 0.4108 0.1128
O 0.3442 -0.1935 1.5723 -0.5223
C -0.4698 -1.0164 0.7496 0.0967
C -1.5401 -0.3305 -0.0221 -0.4385
C -0.1056 -0.3236 -0.5141 -0.1172
C 0.5651 -1.3055 -1.4491 -0.6009
H 0.6132 2.7706 -0.0440 0.2122
H -0.7181 2.1655 0.9737 0.2086
H 0.8963 2.3072 1.6448 0.2238
H 1.7731 0.5471 0.1679 0.1792
H -0.4227 -2.0939 0.8767 0.1870
H -2.2463 -0.9468 -0.5718 0.2292
H -1.9686 0.5642 0.4199 0.2238
H 1.1472 -0.8805 -2.2646 0.2117
H 1.2530 -1.9085 -0.8351 0.2053
H -0.1671 -2.0153 -1.8482 0.2173
```

---

Below is C32H22Cl2N4O2Ti as an isolated structure, with properties calculated with ωB97M-V/def2-TZVPD.

The HOMO-LUMO gap (alpha / beta) comes out at 6.99 / 6.89 eV. The charge is +1. The value obtained for the HOMO energy (alpha / beta) is -10.55 / -10.62 eV. The spin multiplicity is 2. The strongest force on any atom comes out at 3.20 eV Å⁻¹.

```
63
Properties=species:S:1:pos:R:3:lowdin_spin:R:1
Ti -1.3482 -0.5079 0.2009 0.8429
C -5.3821 -1.0566 -0.9217 -0.0009
C -3.9864 -1.0814 -1.0054 0.0217
N -3.2097 -1.0813 0.0730 0.0100
C -3.8016 -1.0643 1.3068 0.0153
C -5.2061 -1.1144 1.4799 0.0006
C -5.9951 -1.0890 0.3105 0.0177
C -5.7201 -1.1583 2.7941 -0.0001
C -4.8609 -1.1535 3.8645 -0.0029
C -3.4720 -1.0654 3.7045 -0.0010
C -2.9197 -0.9829 2.4356 0.0021
N -1.6154 -0.8391 2.0304 -0.0026
C -0.3976 -1.0430 2.6482 0.0021
C -0.0319 -0.9314 3.9805 0.0020
C 1.3068 -1.0927 4.3549 -0.0037
C 2.2947 -1.3558 3.4388 0.0019
C 1.9731 -1.5247 2.0757 -0.0002
C 2.9037 -1.8230 1.0554 0.0255
C 2.4647 -2.0471 -0.2308 -0.0028
C 1.1043 -1.9505 -0.5257 0.0278
N 0.2051 -1.6006 0.3955 -0.0016
C 0.6191 -1.3920 1.6941 0.0099
H -5.9685 -1.0116 -1.8260 -0.0004
H -3.4787 -1.0887 -1.9679 0.0023
H -7.0699 -1.0855 0.4092 0.0009
H -6.7892 -1.2024 2.9368 0.0000
H -5.2579 -1.1876 4.8672 -0.0001
H -2.8478 -1.0515 4.5837 0.0000
H -0.7661 -0.6999 4.7348 0.0002
H 1.5574 -0.9793 5.3975 -0.0002
H 3.3196 -1.4784 3.7472 0.0001
H 3.9484 -1.8838 1.3127 0.0013
H 3.1548 -2.2827 -1.0247 -0.0006
H 0.7199 -2.1465 -1.5301 0.0025
Cl 1.4058 3.5650 -2.8420 0.0000
C 1.9266 2.2906 -3.8849 0.0001
C 2.4312 2.5977 -5.1393 0.0000
C 2.8384 1.5815 -5.9845 0.0000
C 2.7236 0.2603 -5.5891 0.0000
C 2.2189 -0.0352 -4.3315 0.0000
Cl 2.0926 -1.6864 -3.8584 0.0000
C 1.8192 0.9655 -3.4462 0.0002
N 1.2920 0.6528 -2.1577 0.0021
C 1.9595 1.1461 -1.0341 0.0010
C 3.3608 1.0850 -1.0797 -0.0001
C 4.1470 1.4425 -0.0094 0.0009
C 3.5470 1.8479 1.1725 -0.0002
C 2.1727 1.9309 1.2306 0.0011
C 1.3516 1.6139 0.1451 0.0002
C -0.1260 1.9416 0.3680 0.0190
C -1.0350 1.8923 -0.8773 0.0010
O -1.2824 2.8545 -1.5491 -0.0005
O -1.4994 0.6818 -1.1039 -0.0020
H 2.5096 3.6288 -5.4435 0.0000
H 3.2356 1.8151 -6.9600 0.0000
H 3.0392 -0.5359 -6.2456 0.0000
H 0.2797 0.6935 -2.1438 0.0002
H 3.8196 0.7664 -2.0027 0.0000
H 5.2215 1.4104 -0.0975 0.0001
H 4.1432 2.1340 2.0229 0.0000
H 1.7074 2.2927 2.1374 0.0000
H -0.1599 2.9661 0.7641 0.0013
H -0.5885 1.2536 1.1377 0.0060
```

---

Below is C20H10Cl5F6N2O4S2Ti as an isolated structure, with properties calculated with ωB97M-V/def2-TZVPD.

The HOMO-LUMO gap comes out at 8.18 eV. The charge is -1. The value obtained for the HOMO energy is -6.04 eV. The strongest force on any atom comes out at 1.12 eV Å⁻¹.

```
50
Properties=species:S:1:pos:R:3:nbo_charge:R:1
Ti 0.0547 -0.1613 0.4035 1.5868
N -0.6673 1.9173 0.0515 -0.8415
C 0.2102 3.0299 -0.2428 0.2365
C -0.2609 4.2909 0.1088 -0.2540
C 0.4267 5.4434 -0.2193 -0.2125
C 1.5952 5.3277 -0.9543 -0.2217
C 2.0728 4.0730 -1.2856 -0.1791
C 1.4409 2.8826 -0.9015 -0.0824
C 2.1029 1.5737 -1.2083 0.0245
C 3.4636 1.5529 -1.5241 -0.2165
C 4.1250 0.3624 -1.7995 -0.2227
C 3.4309 -0.8342 -1.7837 -0.2024
C 2.0827 -0.8168 -1.4455 -0.2289
C 1.4025 0.3610 -1.1325 -0.3962
H -1.3606 2.1919 0.7389 0.3968
H -1.1885 1.7015 -0.8000 0.4081
H -1.2021 4.3595 0.6438 0.2034
H 0.0401 6.4119 0.0700 0.2094
H 2.1371 6.2100 -1.2708 0.2077
H 2.9786 4.0130 -1.8709 0.2081
H 4.0508 2.4613 -1.5032 0.1966
H 5.1899 0.3765 -1.9983 0.2058
H 3.9358 -1.7706 -1.9879 0.2114
H 1.5479 -1.7634 -1.4180 0.2189
F 5.4627 -1.4504 1.3918 -0.3292
C 4.9758 -0.8240 2.4682 0.7482
F 5.6220 0.3569 2.5655 -0.3438
F 5.2695 -1.5387 3.5479 -0.3183
S 3.1283 -0.3898 2.3215 1.4657
O 1.0003 0.4658 1.5388 -0.8492
O 2.7726 -0.2429 3.7380 -0.9578
N 2.7146 -1.9293 1.8328 -1.1891
S 1.3469 -2.5935 1.9518 2.2536
O 1.3931 -4.0248 1.9253 -0.9179
O 0.2672 -2.0891 1.0315 -0.9815
C 0.5192 -2.2778 3.5994 0.7382
F -0.5862 -3.0430 3.6177 -0.3225
F 0.1433 -1.0250 3.8052 -0.2962
F 1.3159 -2.6698 4.5882 -0.3076
Cl -1.4022 -1.3653 -3.1855 -0.0013
C -2.5430 -1.1760 -1.8743 0.0515
C -2.0757 -0.7014 -0.6607 -0.5153
C -3.0296 -0.5817 0.3212 0.0427
Cl -2.4447 0.0000 1.8879 0.0355
C -4.3778 -0.8893 0.1794 -0.1386
Cl -5.4970 -0.6963 1.4814 0.0317
C -4.8012 -1.3594 -1.0579 -0.0880
Cl -6.4629 -1.7520 -1.3082 0.0342
C -3.8795 -1.5089 -2.0950 -0.1310
Cl -4.4118 -2.1024 -3.6292 0.0298
```

---

Below is C3H5ClNOPS in the gas phase, with properties calculated with ωB97M-V/def2-TZVPD.

The HOMO-LUMO gap comes out at 9.37 eV. The charge is 0. The value obtained for the HOMO energy is -8.93 eV. The strongest force on any atom comes out at 3.95 eV Å⁻¹. Its structure (SMILES) is COC1=NP(Cl)SC1.

```
13
Properties=species:S:1:pos:R:3:nbo_charge:R:1
C 0.5911 0.9122 -0.1257 -0.2249
O -0.1053 0.4474 -1.4072 -0.5208
C -0.9389 -0.5582 -1.7102 0.6383
N -1.5413 -0.8144 -2.8559 -0.8490
P -2.6112 -2.0947 -3.0657 0.9293
Cl -4.2852 -0.9621 -2.8855 -0.3213
S -2.3188 -2.8111 -1.0413 -0.1153
C -1.3116 -1.4175 -0.4901 -0.6741
H -0.2130 1.1392 0.5229 0.1956
H 1.3291 0.2684 0.2646 0.2007
H 0.9582 1.9123 -0.4933 0.2216
H -0.4401 -1.9164 0.1449 0.2615
H -2.1046 -0.8488 0.1101 0.2583
```

---

Below is a 2-piece molecular cluster, C8H11NO overall, with properties calculated with ωB97M-V/def2-TZVPD.

The HOMO-LUMO gap comes out at 9.90 eV. The charge is 0. The value obtained for the HOMO energy is -9.29 eV. The strongest force on any atom comes out at 4.75 eV Å⁻¹. Its structure (SMILES) is c1ccccc1.CC(N)=O.

```
21
Properties=species:S:1:pos:R:3:nbo_charge:R:1
C -2.4130 -1.3473 -0.5492 -0.2354
C -3.5155 -0.8133 0.1146 -0.2109
C -3.6058 0.5244 0.6108 -0.2024
C -2.4901 1.4430 0.3982 -0.2103
C -1.4374 0.9236 -0.3039 -0.2210
C -1.3517 -0.4722 -0.6295 -0.2026
H -2.1986 -2.4837 -0.6417 0.2336
H -4.3983 -1.4142 0.3727 0.2149
H -4.4304 0.9522 1.0490 0.2097
H -2.5668 2.5946 0.5888 0.2258
H -0.5205 1.4578 -0.7431 0.2081
H -0.3773 -0.6259 -1.1722 0.1896
C 4.1743 0.8786 -0.4100 -0.7331
C 3.2524 -0.1733 0.2523 0.6800
N 1.9480 -0.0694 -0.1870 -0.8404
O 3.5932 -1.0875 0.9787 -0.5953
H 4.7508 1.3049 0.4872 0.2448
H 3.6429 1.7301 -0.9898 0.2178
H 4.8943 0.3357 -1.0918 0.2471
H 1.4082 -0.9572 -0.2397 0.4005
H 1.7344 0.5111 -1.0397 0.3794
```

---

Below is C5H8O as an isolated structure, with properties calculated with ωB97M-V/def2-TZVPD.

The HOMO-LUMO gap comes out at 9.93 eV. The charge is 0. The value obtained for the HOMO energy is -8.94 eV. The strongest force on any atom comes out at 4.67 eV Å⁻¹.

```
14
Properties=species:S:1:pos:R:3:nbo_charge:R:1
C 1.0947 0.3091 -0.5179 -0.2927
C 0.2468 1.0261 0.5036 0.0450
C -1.1600 0.4236 0.3413 -0.4300
C -0.7494 -0.9720 -0.1728 -0.4449
C 0.6837 -0.9718 0.1727 0.0424
O 0.9601 0.1674 1.4097 -0.5252
H 0.4250 0.2140 -1.7139 0.0804
H 2.1496 0.5934 -0.5671 0.2370
H 0.3426 2.1063 0.6811 0.2018
H -1.6927 0.4003 1.2975 0.2210
H -1.7684 0.9651 -0.3898 0.2094
H -1.3848 -1.8364 0.0921 0.2322
H -0.4278 -0.5704 -1.4358 0.1997
H 1.2749 -1.8940 0.2307 0.2238
```